No. 1
Density functional theory data (ωB97M-V/def2-TZVPD) for 2 unconnected molecules or ions with the total composition C24H27N2O5.

Properties
Energy above the lowest of the compared OMol25 structures with the same formula, charge and spin, eV: 6.252
Total charge: -1
HOMO-LUMO gap, eV: 2.873

Each line ends with the Löwdin charge.
Cartesian coordinates (Å):
O  -2.749  3.058  -0.983  -0.0645
O  -2.937  6.585  -0.633  0.0863
O  5.960  7.218  1.647  0.0468
O  -2.816  2.891  1.300  0.0357
O  6.205  6.437  -0.393  0.0437
N  -0.110  2.230  1.152  -0.0094
N  5.486  6.834  0.553  -0.3217
C  -0.745  7.096  -1.360  -0.0022
C  2.146  6.504  -1.047  -0.0003
C  -2.222  2.819  0.240  -0.5351
C  -0.802  2.433  0.094  -0.1723
C  -0.150  6.912  -0.154  0.0089
C  1.283  1.245  4.940  -0.1176
C  4.076  6.847  0.370  -0.1574
C  -4.306  7.801  -2.655  -0.0515
C  1.874  7.196  1.277  0.0014
C  0.834  1.489  3.643  -0.0593
C  -2.410  6.731  -3.910  -0.0357
C  3.121  1.970  2.919  -0.0760
C  1.734  1.827  2.614  -0.2361
C  3.563  1.765  4.225  -0.1374
C  -2.223  9.073  -3.051  -0.0540
C  -4.133  3.502  -1.051  -0.2273
C  -2.199  7.085  -1.482  -0.3363
C  3.244  7.224  1.443  0.0152
C  -2.793  7.686  -2.792  -0.5544
C  1.168  2.039  1.301  -0.2052
C  1.279  6.861  0.023  -0.1806
C  -4.506  3.413  -2.515  -0.0868
C  2.649  1.396  5.230  -0.1522
C  3.520  6.477  -0.873  0.0183
H  1.837  2.063  0.425  0.0912
H  -2.493  9.754  -2.236  0.0929
H  -4.180  4.534  -0.680  0.0987
H  -2.712  5.707  -3.657  0.0795
H  -2.632  9.484  -3.983  0.0895
H  3.817  2.273  2.127  0.0931
H  -0.759  6.883  0.753  0.1380
H  -4.765  8.150  -3.587  0.0855
H  -4.779  2.847  -0.450  0.1199
H  -4.559  8.522  -1.873  0.0886
H  -4.762  6.845  -2.388  0.0800
H  4.201  6.191  -1.667  0.1172
H  4.619  1.890  4.486  0.0852
H  -0.170  7.317  -2.266  0.1041
H  -1.135  9.053  -3.142  0.0745
H  3.005  1.218  6.244  0.0736
H  1.722  6.244  -2.017  0.1150
H  1.228  7.473  2.109  0.1207
H  -3.737  3.842  -3.168  0.0546
H  3.716  7.530  2.373  0.1200
H  -2.891  7.013  -4.856  0.0926
H  -4.633  2.366  -2.807  0.0721
H  -1.328  6.742  -4.062  0.0806
H  -5.463  3.919  -2.690  0.0707
H  -0.427  2.279  -0.926  0.0879
H  -0.226  1.411  3.390  0.1039
H  0.578  0.937  5.713  0.0874

No. 2
Density functional theory data (ωB97M-V/def2-TZVPD) for a molecular structure, C59H50N7O3P2SV.

Properties
Total charge: -1
Multiplicity: 2
HOMO-LUMO gap (alpha / beta), eV: 4.200 / 4.337

Each line ends with the Mulliken spin population.
Cartesian coordinates (Å):
V  0.179  0.340  0.369  0.8436
S  1.348  -2.839  1.487  0.0098
P  -2.560  -2.273  -0.048  0.0045
P  2.541  -0.720  -1.604  -0.0019
O  -1.660  2.384  2.772  0.0022
O  -1.604  0.788  -1.395  -0.0009
O  -1.251  -1.603  0.029  0.0192
N  0.918  2.080  0.573  -0.0160
N  0.778  0.162  2.133  0.0078
N  -0.506  -2.859  3.346  0.0091
N  0.344  -0.796  2.920  0.0104
N  1.559  -0.283  -0.508  -0.0163
N  -1.527  1.163  0.850  -0.0343
N  -3.259  1.981  -0.312  0.0022
C  0.319  -2.062  2.574  0.0033
C  2.969  1.701  -2.852  -0.0071
C  -2.082  1.251  -0.368  -0.0182
C  1.369  1.226  2.676  0.0025
C  1.448  2.332  1.812  0.0762
C  -3.937  -1.808  -3.866  0.0002
C  1.334  4.339  -0.070  0.0388
C  -1.375  -4.640  0.688  -0.0002
C  3.673  2.834  -3.203  0.0008
C  -2.550  -3.895  0.781  -0.0013
C  -0.158  -2.674  -3.894  0.0019
C  -3.159  -2.624  -1.743  0.0011
C  -3.957  -4.168  -3.412  0.0001
C  -1.652  6.273  0.648  0.0009
C  1.729  -1.429  -3.082  -0.0084
C  -5.237  -1.522  0.404  -0.0005
C  1.955  3.612  2.121  -0.0118
C  -6.241  -0.996  1.195  0.0003
C  -3.552  -5.636  2.094  -0.0001
C  -3.418  -1.564  -2.609  0.0016
C  -2.039  2.095  1.650  0.0387
C  -3.543  6.140  -0.818  0.0004
C  0.855  3.068  -0.313  0.0015
C  1.489  -1.833  -5.431  0.0001
C  -6.756  3.064  3.274  0.0000
C  2.202  -1.283  -4.380  0.0003
C  -3.908  -1.402  0.803  0.0031
C  -2.910  4.237  0.514  0.0039
C  5.604  -3.689  0.073  0.0001
C  4.291  -2.957  -1.800  0.0007
C  5.231  -3.815  -1.256  -0.0003
C  -3.636  -4.395  1.492  0.0012
C  3.741  -1.958  -1.012  0.0007
C  4.981  0.710  -1.988  -0.0012
C  -2.388  -6.386  1.986  0.0000
C  0.324  -2.545  -5.189  -0.0003
C  5.683  1.849  -2.340  0.0005
C  -3.594  -0.748  1.991  0.0011
C  5.024  -2.714  0.870  -0.0004
C  -3.423  -3.928  -2.160  -0.0003
C  -3.756  4.839  -0.411  -0.0015
C  1.915  4.609  1.177  0.0284
C  -5.927  -0.351  2.380  -0.0005
C  -4.600  -0.215  2.772  0.0011
C  -5.690  2.437  1.213  0.0007
C  -5.524  3.421  3.796  0.0000
C  5.034  2.916  -2.939  -0.0014
C  -3.207  2.797  0.890  -0.0061
C  -6.833  2.577  1.982  -0.0001
C  -4.386  3.323  3.020  0.0007
C  -2.486  6.862  -0.287  -0.0006
C  0.538  -2.107  -2.843  0.0150
C  1.819  1.254  4.108  -0.0026
C  -1.856  4.962  1.047  0.0015
C  4.097  -1.845  0.329  -0.0041
C  3.616  0.623  -2.252  0.0022
C  -1.299  -5.884  1.289  0.0011
C  -4.459  2.819  1.725  -0.0005
C  -4.221  -3.107  -4.266  -0.0001
H  0.392  2.828  -1.267  0.0013
H  -0.218  -2.990  -6.014  -0.0001
H  -4.120  -0.991  -4.550  0.0000
H  -4.602  4.288  -0.800  0.0000
H  -7.791  2.302  1.565  0.0000
H  -3.428  3.617  3.418  -0.0005
H  2.767  1.782  4.207  0.0000
H  1.846  -1.703  -6.444  0.0001
H  -3.178  -0.561  -2.293  -0.0006
H  2.348  3.798  3.108  0.0017
H  -1.079  -3.211  -3.714  0.0000
H  -5.475  -2.039  -0.516  -0.0002
H  -5.749  2.028  0.217  0.0000
H  3.121  -0.743  -4.562  -0.0002
H  -1.321  -2.397  3.726  -0.0010
H  -0.383  -6.454  1.224  0.0001
H  2.311  5.593  1.389  0.0055
H  1.082  1.757  4.736  0.0004
H  0.178  -2.163  -1.823  -0.0122
H  -5.454  3.796  4.807  0.0000
H  3.988  -3.050  -2.834  -0.0001
H  -4.363  0.306  3.688  -0.0002
H  -0.670  -3.779  2.964  -0.0013
H  5.295  -2.637  1.914  0.0001
H  -2.556  -0.666  2.289  0.0015
H  6.748  1.907  -2.156  0.0000
H  3.622  -1.068  0.914  0.0012
H  1.905  1.620  -3.038  -0.0004
H  1.251  5.110  -0.821  0.0028
H  -2.329  -7.360  2.450  0.0000
H  -1.206  4.505  1.779  -0.0023
H  6.343  -4.360  0.489  0.0000
H  -2.324  7.884  -0.600  0.0001
H  -7.276  -1.097  0.894  0.0001
H  5.581  3.818  -3.180  -0.0002
H  -4.539  -3.805  1.577  0.0000
H  3.175  3.658  -3.693  0.0001
H  5.677  -4.579  -1.876  -0.0001
H  -6.715  0.053  2.998  0.0000
H  -0.834  6.837  1.073  0.0007
H  -4.163  -5.184  -3.726  0.0000
H  -7.649  3.171  3.874  0.0000
H  5.494  -0.118  -1.518  -0.0003
H  -4.393  -6.022  2.653  0.0000
H  -0.520  -4.213  0.181  -0.0001
H  -3.602  2.386  -1.172  -0.0002
H  -3.201  -4.749  -1.494  -0.0002
H  1.935  0.230  4.456  0.0017
H  -4.642  -3.291  -5.243  0.0000
H  -4.209  6.588  -1.541  0.0001

No. 3
Density functional theory data (ωB97M-V/def2-TZVPD) for a gas-phase ion, C10H17N4O (charge +1).

Properties
SMILES: CNn1cc[n+](CC/C=N\[C@@H]2O[C@H]2C)c1
Energy above the lowest of the compared OMol25 structures with the same formula, charge and spin, eV: 5.119
Total charge: +1
HOMO-LUMO gap, eV: 9.850

Each line ends with the Löwdin charge.
Cartesian coordinates (Å):
O  0.773  0.840  -0.455  -0.0270
N  -2.164  0.427  -0.724  -0.0625
N  1.126  -0.573  1.523  0.0925
N  -2.731  1.555  -0.019  -0.0069
N  -1.117  -1.501  -0.977  -0.0424
C  -1.282  -0.880  -2.179  -0.0063
C  2.679  2.406  -0.602  -0.0400
C  1.259  0.664  0.865  -0.2556
C  -0.428  -2.766  -0.773  -0.0843
C  1.121  -1.774  1.218  -0.1787
C  -2.025  0.248  -2.010  -0.0288
C  2.123  1.019  -0.378  -0.3042
C  0.940  -2.532  -0.051  -0.1160
C  -1.702  -0.584  -0.029  0.0150
C  -2.589  1.797  1.362  -0.1212
H  -2.856  2.443  -0.661  0.2073
H  -1.638  1.647  1.873  0.0805
H  -3.428  1.386  2.047  0.1313
H  -1.114  -0.681  1.003  0.1891
H  -0.525  -3.224  -1.673  0.1013
H  -2.433  2.808  1.482  0.0637
H  -2.243  0.833  -2.891  0.1501
H  1.763  -2.259  -0.794  0.1412
H  1.111  -2.400  2.106  0.1202
H  2.696  2.792  -1.613  0.0626
H  1.091  1.493  1.553  0.1403
H  2.040  3.173  0.028  0.1166
H  2.779  0.215  -0.602  0.1262
H  1.034  -3.637  0.224  0.1340
H  3.829  2.470  -0.245  0.1354
H  -0.930  -1.386  -2.992  0.1154
H  -1.059  -3.180  0.050  0.1514

No. 4
Density functional theory data (ωB97M-V/def2-TZVPD) for a gas-phase ion, C4H12NS2 (charge +1).

Properties
SMILES: CCSSCC[NH3+]
Energy above the lowest of the compared OMol25 structures with the same formula, charge and spin, eV: 1.357
Total charge: +1
HOMO-LUMO gap, eV: 9.003

Each line ends with the Löwdin charge.
Cartesian coordinates (Å):
S  0.278  -1.050  -0.285  0.5690
S  1.036  0.848  -0.742  0.5133
N  -2.286  0.231  -1.480  0.1188
C  -1.314  -0.563  0.540  -0.5555
C  2.281  0.931  0.582  -0.6117
C  3.284  -0.225  0.753  -0.1379
C  -2.561  -0.604  -0.329  -0.2650
H  -1.268  0.149  -1.694  0.0647
H  -2.386  1.296  -1.452  0.2073
H  1.659  1.179  1.478  0.0768
H  -3.501  -0.342  0.316  0.1709
H  2.657  -0.960  1.214  0.0320
H  3.520  -0.564  -0.270  0.0815
H  4.160  0.053  1.334  0.0863
H  -1.240  0.463  1.115  0.1222
H  -2.761  -1.736  -0.509  0.1649
H  2.721  1.889  0.264  0.0639
H  -1.350  -1.114  1.500  0.0845
H  -2.930  0.119  -2.334  0.2138